# 1
Here is C17H34FeO17Rb3 as an isolated structure from OMol25. Energies are from wB97M-V/def2-TZVPD.

Structure (XYZ):
```
72
Properties=species:S:1:pos:R:3
Fe 3.968 1.158 -0.306
Rb 5.276 -1.909 -2.506
Rb 2.949 1.489 -4.632
Rb 2.422 3.403 2.642
O 3.001 -0.207 -1.679
C 1.622 0.180 -1.655
C 1.082 0.911 -0.371
O 1.946 1.931 0.132
H 0.898 -0.560 -1.998
H 1.504 0.896 -2.468
H 0.976 0.257 0.494
H 0.082 1.344 -0.414
C -2.380 -1.207 -3.411
O -3.160 -2.390 -3.487
C -2.696 -3.499 -2.859
O -1.683 -3.626 -2.224
O -3.474 -4.496 -3.280
C -3.527 -5.748 -2.494
H -2.900 -0.282 -3.660
H -1.563 -1.368 -4.115
H -1.967 -1.031 -2.417
H -2.618 -5.960 -1.932
H -3.539 -6.576 -3.204
H -4.355 -5.827 -1.790
C 3.949 -6.569 1.154
O 3.813 -5.653 0.089
C 2.493 -5.191 -0.171
O 1.471 -5.517 0.477
O 2.446 -4.357 -1.152
C 1.224 -4.028 -1.696
H 3.768 -5.909 2.003
H 4.974 -6.941 1.145
H 3.293 -7.429 1.021
H 0.634 -4.927 -1.874
H 1.500 -3.543 -2.632
H 0.764 -3.296 -1.032
C -0.078 0.011 4.448
O 0.549 -1.015 3.804
C 1.722 -0.694 3.191
O 2.387 0.377 3.339
O 1.985 -1.638 2.455
C 3.240 -1.774 1.831
H 0.219 1.025 4.182
H 0.121 -0.242 5.490
H -1.155 -0.112 4.340
H 3.143 -2.338 0.904
H 3.928 -2.298 2.494
H 3.590 -0.756 1.659
C -1.655 3.010 1.902
O -2.054 4.168 2.641
C -1.351 4.600 3.734
O -0.170 4.240 3.984
O -2.156 5.361 4.473
C -1.686 6.150 5.527
H -1.365 3.270 0.884
H -2.511 2.345 1.790
H -0.895 2.385 2.371
H -1.486 5.480 6.362
H -2.467 6.838 5.851
H -0.787 6.691 5.231
C -2.856 2.507 -1.399
O -2.813 3.842 -1.846
C -1.948 4.154 -2.881
O -1.257 3.419 -3.486
O -1.957 5.442 -3.011
C -1.120 6.198 -3.824
H -3.329 2.514 -0.417
H -1.822 2.166 -1.332
H -3.384 1.905 -2.138
H -1.254 7.267 -3.658
H -1.418 6.157 -4.872
H -0.103 5.818 -3.721
```

Output
Expectation value of S²: 8.757
Multiplicity: 6
E_tot: -89325.0426 eV
E_HOMO (spin up / spin down): -11.7 / -13.3 eV
Charge: +2



# 2
Here is C31H37N4O4Re as an isolated structure from OMol25. Energies are from wB97M-V/def2-TZVPD.

Structure (XYZ):
```
77
Properties=species:S:1:pos:R:3
Re -0.032 0.326 -0.027
C 4.168 -3.253 0.763
C 3.030 -2.744 -0.128
C 2.559 -3.843 -1.087
C 3.456 -1.509 -0.904
C 4.484 -1.602 -1.832
C 4.872 -0.505 -2.579
C 4.225 0.710 -2.421
C 3.188 0.852 -1.510
C 2.549 2.203 -1.294
C 3.289 2.945 -0.178
C 2.469 3.056 -2.556
C 2.838 -0.264 -0.738
N 1.844 -0.131 0.308
C 2.284 -0.227 1.651
O 3.420 -0.269 2.015
C 1.119 -0.210 2.591
C 1.156 -0.282 3.960
C -0.054 -0.214 4.651
C -1.258 -0.121 3.960
C -1.214 -0.066 2.587
N -0.045 -0.084 1.953
C -2.374 0.003 1.647
O -3.502 0.164 2.010
N -1.930 -0.120 0.319
C -2.881 -0.498 -0.694
C -3.032 0.343 -1.798
C -3.989 0.028 -2.752
C -4.765 -1.110 -2.613
C -4.569 -1.957 -1.532
C -3.618 -1.680 -0.558
C -3.321 -2.705 0.525
C -4.562 -3.468 0.988
C -2.260 -3.679 -0.011
C -2.127 1.547 -1.954
C -2.712 2.689 -2.781
C -0.819 1.085 -2.605
H 3.829 -4.102 1.360
H 4.521 -2.472 1.436
H 5.013 -3.584 0.156
H 2.182 -2.485 0.510
H 3.369 -4.160 -1.745
H 1.732 -3.499 -1.712
H 2.223 -4.716 -0.524
H 4.992 -2.549 -1.969
H 5.683 -0.596 -3.290
H 4.548 1.564 -3.002
H 1.512 2.055 -0.956
H 4.325 3.112 -0.484
H 3.308 2.369 0.750
H 2.824 3.911 0.015
H 3.452 3.453 -2.814
H 1.811 3.907 -2.379
H 2.099 2.488 -3.412
H 2.108 -0.381 4.463
H -0.056 -0.236 5.733
H -2.216 -0.089 4.462
H -4.140 0.675 -3.607
H -5.510 -1.353 -3.360
H -5.164 -2.857 -1.451
H -2.904 -2.213 1.400
H -4.887 -4.191 0.238
H -5.388 -2.790 1.204
H -4.334 -4.027 1.896
H -2.626 -4.179 -0.910
H -2.035 -4.444 0.736
H -1.330 -3.159 -0.263
H -1.923 1.946 -0.958
H -2.732 2.444 -3.845
H -2.100 3.584 -2.659
H -3.725 2.924 -2.456
H -1.025 0.636 -3.578
H -0.285 0.248 -2.073
H -0.118 1.908 -2.746
O 0.133 3.633 -0.252
N -0.499 3.456 0.753
O -0.825 2.207 0.971
```

Output
Expectation value of S²: 3.782
Multiplicity: 4
E_tot: -49019.2141 eV
E_HOMO (spin up / spin down): -11.4 / -11.7 eV
Charge: +1



# 3
Here is C33H27AsN3O8PtS as an isolated structure from OMol25. Energies are from wB97M-V/def2-TZVPD.

Structure (XYZ):
```
74
Properties=species:S:1:pos:R:3
Pt 1.199 1.245 0.601
O 6.260 4.107 0.667
C 6.458 2.804 0.736
O 7.544 2.296 0.695
C 5.247 1.920 0.689
C 5.333 0.539 0.612
N 4.092 0.047 0.553
N 3.202 1.041 0.608
C 3.878 2.185 0.704
C 3.054 3.427 0.839
O 3.580 4.510 0.974
O 1.771 3.205 0.856
H 5.306 4.351 0.604
H 6.205 -0.093 0.588
H 3.792 -0.921 0.552
C -5.162 -0.561 2.605
C -3.842 0.177 2.655
O -3.263 0.343 1.357
H -5.566 -0.690 3.609
H -5.041 -1.546 2.153
H -5.898 -0.002 2.022
H -3.102 -0.382 3.230
H -3.970 1.152 3.135
H -3.937 0.715 0.774
O -3.226 2.629 -0.242
C -2.743 2.941 -1.454
C -3.640 3.518 -2.354
C -3.228 3.858 -3.622
C -1.911 3.638 -4.044
C -1.020 3.072 -3.170
C -1.418 2.719 -1.867
C -0.444 2.118 -0.999
O -0.693 1.851 0.250
O 0.731 1.778 -1.375
H -2.566 2.188 0.320
H -4.655 3.690 -2.023
H -3.938 4.310 -4.302
H -1.601 3.919 -5.040
H 0.009 2.900 -3.458
S 1.199 0.972 2.899
C 2.182 -0.393 3.019
N 2.844 -1.340 3.042
C 4.228 -3.283 -1.326
C 3.614 -2.335 -2.138
C 2.469 -1.688 -1.701
C 1.931 -2.012 -0.457
C 2.539 -2.961 0.359
C 3.695 -3.595 -0.083
As 0.423 -1.012 0.170
C -0.997 -1.129 -1.100
C -1.062 -0.646 -2.398
C -2.218 -0.864 -3.133
C -3.278 -1.563 -2.569
C -3.196 -2.061 -1.276
C -2.049 -1.848 -0.525
C -1.819 -2.345 0.851
C -2.708 -3.126 1.575
C -2.379 -3.547 2.855
C -1.160 -3.204 3.425
C -0.251 -2.433 2.713
C -0.593 -2.012 1.438
H 5.127 -3.780 -1.666
H 4.032 -2.097 -3.107
H 2.003 -0.934 -2.327
H 2.128 -3.202 1.331
H 4.173 -4.332 0.546
H -0.237 -0.100 -2.835
H -2.291 -0.488 -4.145
H -4.177 -1.730 -3.148
H -4.029 -2.614 -0.862
H -3.656 -3.416 1.143
H -3.080 -4.154 3.413
H -0.910 -3.542 4.422
H 0.704 -2.188 3.154
```

Output
Energy above the lowest of the compared OMol25 structures with the same formula, charge and spin: 0.000 eV
E_tot: -130425.5496 eV
E_HOMO: -11.7 eV
Charge: +1



# 4
Here is C22H32BiN5O4S5 as an isolated structure from OMol25. Energies are from wB97M-V/def2-TZVPD.

Structure (XYZ):
```
69
Properties=species:S:1:pos:R:3
Bi -0.348 0.641 -0.660
C 1.036 3.601 0.608
C 2.373 3.192 -0.007
S 2.414 1.484 -0.670
C 2.646 1.676 -2.472
C 1.526 2.308 -3.289
S -0.003 1.302 -3.386
C -1.221 2.600 -3.765
C -2.627 2.166 -3.369
S -2.947 1.945 -1.588
C -2.891 3.663 -0.948
C -1.790 3.951 0.071
S -0.174 3.778 -0.732
H 1.147 4.558 1.117
H 0.678 2.858 1.326
H 3.144 3.227 0.761
H 2.674 3.874 -0.804
H 2.852 0.658 -2.803
H 3.556 2.258 -2.613
H 1.876 2.430 -4.315
H 1.250 3.288 -2.904
H -1.187 2.772 -4.841
H -0.922 3.518 -3.261
H -2.883 1.201 -3.811
H -3.351 2.891 -3.739
H -3.855 3.840 -0.476
H -2.819 4.326 -1.812
H -1.843 3.272 0.921
H -1.895 4.973 0.433
O 0.750 -0.717 1.082
C 1.228 -1.854 0.973
C 1.526 -2.580 -0.221
C 2.091 -3.857 -0.042
C 2.471 -4.593 -1.122
C 2.321 -4.098 -2.420
C 1.772 -2.857 -2.616
C 1.349 -2.061 -1.531
O 0.820 -0.892 -1.802
N 3.053 -5.930 -0.916
O 3.075 -6.353 0.221
O 3.312 -6.571 -1.909
H 1.478 -2.380 1.908
H 2.231 -4.260 0.953
H 2.646 -4.710 -3.251
H 1.642 -2.456 -3.613
N -2.872 -1.487 -0.019
C -3.574 -2.575 -0.368
C -3.038 -3.053 -1.545
C -1.996 -2.175 -1.846
N -1.898 -1.225 -0.913
H -2.976 -0.874 0.783
H -4.395 -2.936 0.231
H -3.358 -3.915 -2.105
H -1.314 -2.183 -2.683
S -1.786 0.894 2.111
C -0.965 0.222 3.471
N -1.072 -1.067 3.769
C -0.438 -1.714 4.926
C 0.789 -0.920 5.329
C 0.414 0.541 5.492
N -0.234 1.003 4.259
H -1.673 -1.613 3.176
H -0.169 -2.728 4.641
H -1.151 -1.776 5.749
H 1.559 -1.010 4.559
H 1.196 -1.310 6.260
H 1.294 1.154 5.662
H -0.262 0.677 6.338
H -0.261 1.988 4.060
```

Output
Energy above the lowest of the compared OMol25 structures with the same formula, charge and spin: 0.292 eV
E_tot: -98975.5554 eV
E_HOMO: -13.8 eV
Charge: +2



# 5
Here is C57H58N3O6RbS4Si as an isolated structure from OMol25. Energies are from wB97M-V/def2-TZVPD.

Structure (XYZ):
```
130
Properties=species:S:1:pos:R:3
Rb 0.404 -0.699 1.078
C 6.531 4.421 -1.706
C 5.500 3.278 -1.928
C 5.110 2.863 -3.192
C 4.013 2.038 -3.441
C 3.419 1.443 -2.327
C 3.854 1.703 -1.014
C 4.916 2.591 -0.810
S 2.041 0.383 -2.518
O 1.077 0.862 -1.423
C 1.326 1.036 -4.030
C 0.903 2.359 -3.905
C 0.419 3.003 -5.031
C 0.095 2.243 -6.209
C -0.526 2.926 -7.284
C -0.727 2.245 -8.459
C -0.463 0.853 -8.557
C 0.108 0.197 -7.494
C 0.398 0.851 -6.259
C 1.000 0.207 -5.106
C 1.403 -1.229 -5.190
C 2.449 -1.628 -6.113
C 3.118 -0.678 -6.969
C 4.230 -1.051 -7.680
C 4.763 -2.357 -7.609
C 4.110 -3.296 -6.871
C 2.902 -3.006 -6.149
C 2.169 -3.975 -5.455
C 1.152 -3.610 -4.567
C 0.934 -2.243 -4.337
S -0.024 -1.811 -2.875
O 0.587 -2.691 -1.767
C -1.611 -2.696 -3.196
C -2.462 -2.319 -4.280
C -3.721 -2.958 -4.421
C -4.086 -3.983 -3.539
C -5.511 -4.511 -3.501
C -3.177 -4.355 -2.517
C -1.971 -3.694 -2.348
H 7.476 4.069 -1.311
H 6.118 5.147 -0.988
H 6.667 4.826 -2.694
H 5.669 3.179 -4.079
H 3.671 1.821 -4.454
H 3.375 1.166 -0.192
H 5.351 2.752 0.172
H 0.903 2.771 -2.912
H 0.213 4.067 -5.051
H -0.816 4.013 -7.191
H -1.086 2.798 -9.329
H -0.688 0.330 -9.459
H 0.353 -0.857 -7.511
H 2.850 0.373 -6.918
H 4.702 -0.344 -8.377
H 5.708 -2.592 -8.090
H 4.464 -4.316 -6.809
H 2.334 -5.036 -5.638
H 0.548 -4.342 -4.055
H -2.088 -1.523 -4.944
H -4.467 -2.584 -5.115
H -6.215 -3.927 -4.092
H -5.808 -4.613 -2.462
H -5.513 -5.494 -3.968
H -3.385 -5.193 -1.855
H -1.301 -4.040 -1.550
S -2.593 -4.422 1.612
C -3.341 -3.238 2.577
S -2.764 -2.655 3.987
C -4.660 -2.766 2.125
C -5.336 -1.699 2.688
N -5.977 -0.852 3.168
C -5.350 -3.441 1.093
N -6.034 -3.903 0.272
C 0.540 -0.614 4.833
Si -0.004 0.741 5.829
C -0.661 2.244 4.725
N -1.678 1.940 3.695
C -3.017 1.568 4.088
C -4.044 1.702 2.932
C -4.080 3.083 2.233
C -2.666 3.811 2.348
C -1.551 2.736 2.456
C -1.166 0.177 7.157
C -1.681 1.083 8.063
C -2.412 0.655 9.203
C -2.816 -0.640 9.307
C -2.387 -1.580 8.324
C -1.625 -1.164 7.253
C 1.462 1.575 6.760
C 2.739 1.507 6.250
C 3.676 2.495 6.623
C 3.450 3.402 7.669
C 2.235 3.267 8.318
C 1.266 2.396 7.877
H -0.188 -1.113 4.170
H 1.292 -1.270 5.174
H 0.177 2.657 4.229
H -1.070 3.087 5.355
H -3.386 2.168 4.905
H -3.014 0.543 4.395
H -5.026 1.411 3.343
H -3.824 0.961 2.146
H -4.889 3.803 2.544
H -4.336 2.914 1.186
H -2.615 4.461 3.221
H -2.461 4.453 1.443
H -0.563 3.140 2.371
H -1.708 2.022 1.608
H -1.616 2.167 7.797
H -2.701 1.392 9.944
H -3.451 -1.001 10.112
H -2.575 -2.635 8.492
H -1.372 -1.829 6.453
H 3.031 0.711 5.563
H 4.581 2.564 6.036
H 4.136 4.153 8.065
H 2.056 3.939 9.171
H 0.390 2.257 8.583
O 2.378 -2.524 0.077
H 2.037 -3.144 0.744
H 1.851 -2.795 -0.695
O 0.358 -3.539 2.403
H 0.626 -3.884 3.282
H -0.614 -3.742 2.399
O 2.345 0.493 2.990
H 1.645 0.168 3.706
H 3.030 -0.212 3.121
O -2.273 -1.292 0.099
H -2.470 -2.223 0.344
H -2.992 -0.835 -0.365
```

Output
Energy above the lowest of the compared OMol25 structures with the same formula, charge and spin: 0.000 eV
E_tot: -128678.4391 eV
E_HOMO: -1.1 eV
Charge: -2



# 6
Here is a 14-piece molecular cluster, C8H44O14 overall from OMol25. Energies are from wB97M-V/def2-TZVPD.

Structure (XYZ):
```
66
Properties=species:S:1:pos:R:3
C -4.343 2.037 -1.024
O -4.365 3.378 -1.486
H -5.218 1.885 -0.365
H -4.381 1.256 -1.779
H -3.464 1.815 -0.408
H -3.950 3.964 -0.850
C 3.312 3.306 -0.896
O 1.935 3.242 -0.703
H 3.672 2.574 -1.627
H 3.523 4.312 -1.252
H 3.893 3.151 0.025
H 1.713 2.344 -0.407
C -0.096 0.815 0.628
C 0.748 -0.368 0.389
O 1.823 0.156 -0.396
H -0.932 0.666 1.316
H -0.534 1.120 -0.325
H 0.445 1.700 0.951
H 0.205 -1.143 -0.143
H 1.154 -0.727 1.329
H 2.135 -0.560 -0.983
C -3.752 -2.391 0.927
C -3.796 -3.729 1.651
O -3.257 -4.856 0.836
H -2.757 -2.153 0.554
H -4.029 -1.589 1.623
H -4.442 -2.410 0.088
H -4.856 -3.969 1.818
H -3.333 -3.685 2.633
H -3.986 -5.269 0.378
C 2.867 -1.068 -3.837
C 3.774 -1.112 -2.655
O 3.264 -2.032 -1.624
H 3.128 -0.193 -4.463
H 1.852 -0.765 -3.548
H 2.895 -1.938 -4.481
H 3.852 -0.154 -2.145
H 4.791 -1.429 -2.900
H 3.405 -2.929 -1.966
O 2.941 -2.620 2.968
H 3.560 -3.305 3.243
H 2.571 -2.935 2.080
O -1.475 2.503 -2.019
H -1.230 3.056 -2.780
H -2.127 3.031 -1.531
O -0.619 -4.373 -0.251
H -1.504 -4.319 0.188
H -0.781 -4.150 -1.182
O -1.052 4.572 0.756
H -0.367 5.224 0.550
H -0.574 3.850 1.199
O -1.269 -0.064 -3.175
H -2.047 0.063 -3.732
H -1.172 0.812 -2.678
O 1.333 3.342 2.565
H 1.869 2.628 2.967
H 1.711 3.457 1.668
O -1.040 2.720 4.062
H -0.983 2.053 4.760
H -0.146 2.735 3.641
O 2.003 -3.524 0.499
H 1.026 -3.572 0.347
H 2.369 -2.914 -0.182
O 1.443 -0.118 3.757
H 0.621 -0.580 3.966
H 2.045 -0.822 3.431
```

Output
Energy above the lowest of the compared OMol25 structures with the same formula, charge and spin: 0.649 eV
E_tot: -37673.8770 eV
E_HOMO: -10.1 eV
Charge: 0